Entry 1:
Entry from OMol25: a cluster of 2 separate species, C5H14NO2 in total at a distorted geometry (ωB97M-V with the def2-TZVPD basis set).

XYZ file:
```
22
C5H14NO2, DFT ωB97M-V with the def2-TZVPD basis set
C -0.762 2.117 0.984
C 2.059 -0.206 -1.661
C -0.701 -0.103 0.062
C -0.081 0.637 1.132
C 0.738 -0.888 -2.140
N -1.236 -1.530 0.432
O -0.242 -0.003 2.353
O 0.536 -2.226 -2.047
H -0.555 2.705 1.900
H -1.889 2.108 0.844
H -0.286 2.579 0.181
H 2.864 -0.875 -1.156
H 2.630 0.129 -2.566
H 1.873 0.670 -1.062
H -1.295 0.530 -0.660
H 0.909 0.768 0.935
H 0.005 -0.155 -2.510
H -1.317 -2.198 -0.317
H -2.184 -1.529 0.786
H -0.577 -2.020 1.182
H 0.268 0.425 3.066
H 1.363 -2.625 -1.626
```

## Properties
frontier orbital gap (alpha / beta)	6.822 / 8.856	eV
relative energy (zero: lowest compared OMol25 entry of this formula, charge and spin)	5.810	eV
DFT total energy	-10985.995	eV
net charge	+1
E_HOMO (alpha / beta)	-0.4026 / -0.4464	hartree

From a natural (NBO) analysis of the wavefunction, the atomic charges in e read: C -0.622; C -0.719; C -0.134; C 0.009; C 0.249; N -0.724; O -0.735; O -0.657; H 0.228; H 0.220; H 0.213; H 0.232; H 0.254; H 0.237; H 0.221; H 0.171; H 0.214; H 0.434; H 0.431; H 0.467; H 0.503; H 0.506

Entry 2:
Entry from OMol25: a structure of composition C47H58GeN4O3PPrSSbSe at a distorted geometry (ωB97M-V with the def2-TZVPD basis set).

XYZ file:
```
118
C47H58GeN4O3PPrSSbSe, DFT ωB97M-V with the def2-TZVPD basis set
Pr -0.159 -0.344 -0.033
N 0.838 1.884 1.048
C 0.814 1.811 2.563
C 2.241 1.862 3.156
C 2.453 3.069 4.048
C 2.374 4.395 3.217
N 1.169 5.152 3.313
C 0.986 6.414 3.002
N -0.267 6.946 3.054
N 2.003 7.170 2.602
C -0.047 0.470 2.925
O 0.715 -0.056 4.834
O -1.044 0.208 1.948
H 1.773 2.197 0.750
H 0.108 2.611 0.808
H 0.129 2.689 2.879
H 3.076 1.758 2.431
H 2.280 0.995 3.867
H 3.547 3.060 4.344
H 1.969 3.055 5.030
H 2.644 4.159 2.209
H 3.195 4.967 3.670
H 0.360 4.692 3.641
H -1.035 6.462 3.476
H -0.273 7.933 2.795
H 2.938 6.775 2.559
H 1.914 8.156 2.278
C 3.671 2.381 -4.056
Ge 2.849 0.844 -4.988
C 4.181 -0.478 -5.503
C 1.742 1.251 -6.569
C 1.432 0.201 -3.713
Se 2.234 -0.439 -1.958
C 2.021 -2.441 -2.102
H 4.441 2.869 -4.663
H 4.107 1.988 -3.081
H 2.946 3.159 -3.824
H 4.432 -1.086 -4.613
H 5.103 0.096 -5.686
H 4.022 -1.068 -6.381
H 1.294 2.238 -6.368
H 0.933 0.547 -6.574
H 2.347 1.126 -7.446
H 0.759 -0.598 -4.093
H 0.831 1.047 -3.451
H 2.718 -2.813 -1.405
H 2.219 -2.685 -3.160
H 0.965 -2.748 -1.867
O -1.699 -0.166 -1.684
P -2.921 0.543 -2.431
C -3.662 -0.700 -3.509
C -4.216 -0.398 -4.735
C -4.493 -1.413 -5.617
C -4.409 -2.803 -5.189
C -4.032 -3.056 -3.897
C -3.665 -2.038 -3.029
C -2.291 1.965 -3.312
C -1.712 1.833 -4.613
C -1.122 2.968 -5.210
C -1.041 4.146 -4.477
C -1.598 4.246 -3.223
C -2.099 3.135 -2.577
C -4.305 1.217 -1.442
C -4.591 0.775 -0.121
C -5.351 1.564 0.738
C -5.982 2.681 0.186
C -5.843 3.032 -1.111
C -5.015 2.317 -1.951
H -4.550 0.635 -5.024
H -4.771 -1.155 -6.674
H -4.628 -3.656 -5.832
H -4.000 -4.136 -3.616
H -3.435 -2.313 -2.042
H -1.664 0.859 -5.109
H -0.746 2.857 -6.236
H -0.472 4.954 -4.920
H -1.461 5.163 -2.574
H -2.334 3.248 -1.527
H -4.027 -0.026 0.295
H -5.468 1.451 1.772
H -6.715 3.152 0.792
H -6.372 3.910 -1.484
H -4.849 2.630 -3.002
S -0.658 -3.202 0.401
Sb 0.427 -3.755 2.281
C 2.542 -3.801 1.888
C 3.091 -4.711 0.921
C 4.479 -4.948 0.868
C 5.362 -4.312 1.793
C 4.788 -3.573 2.820
C 3.401 -3.316 2.899
C 0.267 -5.707 3.257
C -0.238 -6.835 2.644
C -0.525 -8.009 3.410
C -0.280 -8.048 4.768
C 0.109 -6.864 5.424
C 0.435 -5.724 4.664
C 0.111 -2.023 3.489
C -0.961 -2.276 4.256
C -1.787 -1.379 4.975
C -1.685 0.017 4.914
C -0.457 0.676 4.419
C 0.824 -0.687 3.450
H 2.383 -5.198 0.208
H 4.830 -5.566 0.075
H 6.402 -4.300 1.577
H 5.373 -3.221 3.663
H 3.126 -2.628 3.696
H -0.494 -6.818 1.580
H -0.832 -8.917 2.938
H -0.518 -8.856 5.380
H 0.140 -6.923 6.523
H 0.833 -4.838 5.171
H -1.348 -3.325 4.362
H -2.595 -1.844 5.482
H -2.410 0.603 5.386
H -0.392 1.769 4.706
H 1.846 -0.762 3.179
```

## Properties
2S+1	3
frontier orbital gap (alpha / beta)	7.850 / 7.922	eV
relative energy (zero: lowest compared OMol25 entry of this formula, charge and spin)	2.457	eV
DFT total energy	-224351.956	eV
net charge	+3
E_HOMO (alpha / beta)	-0.5435 / -0.5436	hartree

Löwdin population analysis, charges in e, atoms 1 to 99: Pr 0.864; N -0.019; C -0.232; C -0.152; C -0.145; C -0.164; N 0.089; C -0.419; N 0.206; N 0.220; C -0.403; O -0.030; O -0.314; H 0.095; H 0.126; H 0.146; H 0.142; H 0.115; H 0.142; H 0.133; H 0.118; H 0.131; H 0.135; H 0.128; H 0.139; H 0.127; H 0.169; C -0.216; Ge 0.775; C -0.205; C -0.196; C -0.518; Se 0.833; C -0.305; H 0.029; H 0.030; H 0.006; H 0.021; H 0.035; H 0.021; H 0.004; H 0.010; H 0.024; H 0.045; H -0.023; H -0.010; H 0.050; H -0.001; O -0.529; P 0.947; C -0.280; C -0.117; C -0.040; C -0.033; C -0.087; C -0.055; C -0.291; C -0.047; C -0.057; C -0.059; C -0.075; C -0.105; C -0.257; C -0.043; C -0.038; C -0.070; C -0.072; C -0.081; H 0.137; H 0.130; H 0.118; H 0.132; H 0.090; H 0.117; H 0.112; H 0.120; H 0.134; H 0.114; H 0.095; H 0.097; H 0.110; H 0.127; H 0.127; S 0.134; Sb 1.299; C -0.347; C -0.123; C -0.049; C -0.037; C -0.075; C -0.129; C -0.313; C -0.103; C -0.041; C -0.049; C -0.045; C -0.121; C -0.257; C -0.148

Entry 3:
Entry from OMol25: the ion C6H10NO2 with charge +1 at a distorted geometry (ωB97M-V with the def2-TZVPD basis set).

XYZ file:
```
19
C6H10NO2, DFT ωB97M-V with the def2-TZVPD basis set
O -2.623 0.087 -0.549
C -1.910 1.213 -0.447
O -2.618 2.527 -0.408
C -0.272 1.260 -0.407
C 0.421 0.361 0.775
C 1.751 -0.269 0.046
C 1.062 -1.630 -0.573
C 0.025 -2.080 0.618
N -0.248 -0.902 1.270
H -2.018 3.254 -0.800
H 0.061 2.396 -0.252
H 0.099 0.933 -1.486
H 0.723 1.065 1.662
H 2.248 0.328 -0.832
H 2.422 -0.585 0.972
H 1.775 -2.433 -1.058
H 0.350 -1.290 -1.461
H -0.353 -3.186 0.829
H -0.896 -1.050 2.101
```

## Properties
structure (SMILES)	O=C(O)C[C@@H]1CCC=[NH+]1
frontier orbital gap	8.955	eV
relative energy (zero: lowest compared OMol25 entry of this formula, charge and spin)	2.548	eV
DFT total energy	-11958.598	eV
net charge	+1
E_HOMO	-0.5215	hartree

From a natural (NBO) analysis of the wavefunction, the atomic charges in e read: O -0.558; C 0.775; O -0.677; C -0.535; C -0.068; C -0.404; C -0.505; C 0.300; N -0.467; H 0.497; H 0.266; H 0.262; H 0.270; H 0.275; H 0.246; H 0.289; H 0.267; H 0.301; H 0.468

Entry 4:
Entry from OMol25: a cluster of 2 separate species, C4H12 in total at a distorted geometry (ωB97M-V with the def2-TZVPD basis set).

XYZ file:
```
16
C4H12, DFT ωB97M-V with the def2-TZVPD basis set
C 0.202 1.637 0.819
C 1.337 2.449 1.448
H -0.543 2.245 0.289
H 0.478 0.869 0.271
H -0.387 1.212 1.571
H 1.950 1.939 2.257
H 0.787 3.147 2.179
H 2.059 3.022 0.820
C -0.211 -1.768 -1.626
C -1.245 -2.350 -0.705
H -0.332 -2.282 -2.620
H -0.314 -0.765 -1.937
H 0.830 -1.893 -1.319
H -0.975 -2.439 0.261
H -1.491 -3.307 -1.081
H -2.144 -1.715 -0.627
```

## Properties
structure (SMILES)	CC.CC
frontier orbital gap	12.592	eV
relative energy (zero: lowest compared OMol25 entry of this formula, charge and spin)	1.068	eV
DFT total energy	-4341.460	eV
E_HOMO	-0.4219	hartree

From a natural (NBO) analysis of the wavefunction, the atomic charges in e read: C -0.598; C -0.622; H 0.201; H 0.196; H 0.202; H 0.207; H 0.201; H 0.212; C -0.613; C -0.607; H 0.199; H 0.207; H 0.205; H 0.202; H 0.205; H 0.203